(1)
Entry from the Open Molecules 2025 dataset: a structure of composition C54H47ClF2N2O2P2RbSTe at a distorted geometry (wB97M-V/def2-TZVPD).

Element x y z (Å)
Rb  -1.240  -1.769  0.308
F  -1.191  3.949  5.117
C  -1.879  3.245  4.181
C  -1.136  2.404  3.410
C  -1.612  1.377  2.503
C  -3.028  1.493  2.422
C  -3.750  2.403  3.169
F  -5.043  2.406  2.957
C  -3.238  3.314  4.072
C  -3.837  0.493  1.569
C  -3.817  -0.861  1.719
C  -4.452  -1.685  0.757
C  -5.248  -1.133  -0.205
C  -5.261  0.261  -0.199
N  -4.575  1.071  0.566
H  -0.051  2.508  3.525
H  -3.713  4.109  4.677
H  -3.308  -1.373  2.529
H  -4.347  -2.752  0.848
H  -5.699  -1.680  -0.999
H  -5.785  0.827  -0.889
C  4.666  3.856  -2.202
S  3.216  4.794  -2.686
C  2.430  3.822  -3.995
C  1.792  2.429  -3.583
C  0.781  2.715  -2.440
N  0.093  1.598  -1.725
P  0.916  0.559  -0.623
C  2.132  1.612  0.229
C  1.702  2.253  1.374
C  2.595  2.756  2.290
C  3.953  2.669  2.003
C  4.417  2.027  0.930
C  3.517  1.522  0.016
C  1.975  -0.573  -1.691
C  1.710  -0.632  -3.072
C  2.336  -1.566  -3.870
C  3.246  -2.465  -3.300
C  3.622  -2.330  -1.991
C  2.914  -1.426  -1.129
P  -1.588  1.225  -1.793
C  -2.034  1.274  -3.611
C  -1.989  2.417  -4.383
C  -2.073  2.402  -5.757
C  -2.269  1.224  -6.419
C  -2.331  0.021  -5.674
C  -2.120  0.070  -4.271
C  -2.430  2.701  -1.238
C  -1.930  3.391  -0.094
C  -2.753  4.307  0.531
C  -4.052  4.541  -0.012
C  -4.532  3.905  -1.154
C  -3.673  2.990  -1.768
H  4.916  4.159  -1.207
H  5.499  4.126  -2.798
H  4.479  2.782  -2.286
H  3.210  3.771  -4.780
H  1.620  4.486  -4.287
H  2.567  1.767  -3.225
H  1.434  2.132  -4.525
H  -0.027  3.359  -2.789
H  1.336  3.304  -1.685
H  0.688  2.118  1.615
H  2.235  3.139  3.256
H  4.633  3.129  2.710
H  5.467  1.982  0.696
H  3.861  1.097  -0.949
H  1.093  0.140  -3.517
H  2.080  -1.674  -4.919
H  3.693  -3.219  -3.985
H  4.255  -3.093  -1.554
H  3.091  -1.438  -0.073
H  -1.751  3.335  -3.805
H  -2.104  3.382  -6.300
H  -2.299  1.289  -7.504
H  -2.313  -0.907  -6.169
H  -2.035  -0.871  -3.696
H  -1.017  3.116  0.411
H  -2.522  4.831  1.426
H  -4.819  5.084  0.546
H  -5.513  4.189  -1.441
H  -4.091  2.428  -2.588
Cl  -1.823  -9.513  3.144
C  -1.955  -7.868  2.694
C  -1.875  -6.957  3.751
C  -1.868  -5.613  3.551
C  -1.810  -5.045  2.208
O  -1.731  -3.821  1.984
C  -1.703  -5.996  1.130
C  -1.578  -5.523  -0.255
O  -1.527  -4.381  -0.675
C  -1.814  -7.380  1.411
H  -1.769  -7.363  4.679
H  -1.907  -4.808  4.324
H  -1.546  -6.391  -1.053
H  -1.818  -8.013  0.562
C  1.876  -1.078  4.280
Te  0.129  -2.063  3.542
C  1.448  -3.165  2.195
C  2.850  -2.780  2.665
C  3.911  -3.532  2.118
C  5.121  -3.333  2.660
C  5.344  -2.455  3.758
C  4.295  -1.791  4.327
C  3.065  -1.935  3.755
H  1.911  -0.952  5.367
H  1.853  -0.111  3.879
H  1.262  -2.929  1.152
H  1.264  -4.169  2.412
H  3.820  -4.248  1.286
H  6.019  -3.872  2.361
H  6.397  -2.362  4.074
H  4.461  -1.187  5.207

## Properties
M   1136.5 u
ΔE to the lowest compared entry with this formula, charge and spin   2.5202 eV
2S+1   1
LUMO level   1.91 eV
Electronic energy   -4378.81902 a.u.
Total charge   -1
Maximum force   3.4 eV/A
HOMO-LUMO gap   6.145 eV

(2)
Entry from the Open Molecules 2025 dataset: the molecule C4H8O2 (wB97M-V/def2-TZVPD).

Element x y z (Å)
C  0.031  -0.797  1.589
C  -0.240  -0.424  0.337
O  -0.084  0.835  -0.143
C  0.584  1.767  0.698
O  -0.717  -1.319  -0.554
C  -0.543  -1.086  -1.945
H  0.014  -1.844  1.836
H  0.181  -0.071  2.374
H  1.372  1.333  1.335
H  1.054  2.482  0.034
H  -0.128  2.267  1.358
H  -0.844  -2.010  -2.451
H  -1.181  -0.267  -2.286
H  0.501  -0.867  -2.182

## Properties
M   88.1 u
ΔE to the lowest compared entry with this formula, charge and spin   2.1443 eV
2S+1   1
LUMO level   0.98 eV
Structure (SMILES)   C=C(OC)OC
Electronic energy   -307.63363 a.u.
Total charge   0
Maximum force   0.6 eV/A
HOMO-LUMO gap   9.336 eV